# 1
Molecular formula: C17H11IN4O3S7W
Method: DFT, wB97M-V/def2-TZVPD

Each line ends with the Mulliken spin population.
Positions of all 44 atoms, in Å:
W: -0.1597 -0.1026 -2.2115  1.87
S: 4.6739 5.4104 -2.7196  -0.02
C: 3.6025 4.2003 -2.6018  0.00
S: 1.8820 4.4529 -2.4619  0.00
C: 1.4203 2.7759 -2.3857  -0.03
C: 2.4306 1.8807 -2.4352  0.04
S: 2.1097 0.1890 -2.4603  -0.10
S: 4.0520 2.5184 -2.5749  0.01
S: -0.2356 2.3025 -2.3725  0.01
I: -2.6325 0.0275 -3.2119  0.02
S: 0.4153 -2.5334 -2.0476  0.03
C: -0.1813 -2.5240 -3.6628  0.07
N: -1.3598 -3.1133 -3.9544  0.02
C: -1.9723 -3.0428 -5.1530  0.01
C: -1.3622 -2.3991 -6.1923  0.02
C: -0.0916 -1.8530 -5.9790  0.02
C: 0.4993 -1.9169 -4.7347  -0.02
H: -1.8354 -3.5752 -3.1888  0.00
H: -2.9411 -3.5156 -5.2147  0.00
H: -1.8361 -2.3261 -7.1589  0.00
H: 0.4303 -1.3814 -6.8011  0.00
H: 1.4909 -1.5328 -4.5569  0.00
O: 0.3219 3.0021 7.3889  0.00
S: 1.2427 2.0394 6.8143  0.00
O: 2.0338 2.5253 5.7008  0.00
O: 1.9559 1.2074 7.7603  0.00
C: 0.0922 0.8859 6.0329  0.00
N: -0.7631 0.2123 6.8231  0.01
C: -1.6303 -0.5865 6.2259  0.00
C: -1.6798 -0.7495 4.8483  0.01
C: -0.7512 -0.0296 4.1260  0.00
N: 0.1273 0.7779 4.7056  0.01
C: -0.6305 -0.0692 2.6460  0.02
C: -1.3655 -0.9297 1.8299  -0.02
C: -1.1659 -0.9151 0.4731  0.02
N: -0.2895 -0.0737 -0.1205  -0.02
C: 0.4094 0.7770 0.6620  0.02
C: 0.2745 0.7932 2.0251  0.00
H: -2.3161 -1.1174 6.8779  0.00
H: -2.4125 -1.3985 4.3880  0.00
H: -2.0838 -1.6220 2.2441  0.00
H: -1.7160 -1.5858 -0.1708  0.00
H: 1.0897 1.4485 0.1572  0.00
H: 0.8576 1.4666 2.6414  0.00

Forces on atoms 1 to 6 (eV/Å):
0.17 0.71 0.77
0.03 0.04 -0.02
-0.01 -0.01 0.03
-0.08 0.04 0.00
-0.11 0.13 -0.02
0.15 -0.02 0.00

## Properties
Energy relative to the best compared isomer or geometry (same formula, charge and spin) ... 0.4877 eV
Highest occupied orbital energy (spin up / spin down) ... -0.2656 / -0.2656 hartree
2S+1 ... 3
Charge ... 0

***

# 2
Molecular formula: C20H26BrCl2F2N2O6
Method: DFT, wB97M-V/def2-TZVPD

Each line ends with the Mulliken spin population.
Positions of all 59 atoms, in Å:
C: -0.1994 0.5803 -1.7318  0.01
C: 0.6387 0.8113 -3.1636  0.00
Cl: 2.5152 0.5868 -3.1794  0.00
C: -0.0935 1.1550 -4.4486  0.00
Cl: 0.9049 1.3476 -6.0503  0.00
C: -1.7151 1.3190 -4.4984  0.00
N: -1.8953 2.5917 -5.2946  0.00
C: -3.3384 3.0392 -5.3709  0.00
O: -3.9504 3.8722 -4.4956  0.00
F: -4.1836 2.5908 -6.5326  0.00
C: -1.1455 3.7677 -4.6989  0.00
O: -0.3805 4.4912 -5.5619  0.00
F: -1.1560 4.1871 -3.2768  0.00
C: -2.3523 -0.0942 -5.0639  0.00
C: -3.5216 -0.7168 -4.0491  0.00
C: -3.2563 -2.1961 -3.3849  0.00
C: -3.8838 -2.3909 -1.8772  0.00
O: -3.1333 -2.0833 -0.7839  0.00
Br: -5.7543 -3.0299 -1.4834  0.00
C: -3.6045 0.5662 -2.9805  0.00
O: -4.5376 0.7573 -2.0277  0.00
O: -2.5526 1.5449 -3.3174  0.00
H: -0.6825 1.6086 -1.3586  0.00
H: 0.4234 0.1033 -0.8945  -0.01
H: -1.0601 -0.2063 -1.9948  0.00
H: -2.6911 0.1820 -6.1717  0.00
H: -1.3946 -0.7912 -5.0651  0.00
H: -4.4557 -0.7248 -4.7932  0.00
H: -3.6764 -3.0942 -4.0471  0.00
H: -2.0919 -2.3714 -3.2885  0.00
C: 0.8199 -1.9464 4.9667  0.01
C: 1.7973 -1.8703 3.7562  0.02
C: 3.2781 -1.9215 4.2169  0.02
C: 3.8124 -0.6132 4.7742  -0.02
C: 3.5673 0.5291 3.7919  0.02
C: 2.0725 0.6539 3.3939  0.02
N: 1.4751 -0.6521 2.9372  0.29
O: 1.9472 -0.8925 1.6321  0.65
C: 1.2900 1.2278 4.6080  0.02
C: 1.9395 1.7837 2.3231  -0.02
C: 1.5181 -3.2281 3.0154  -0.01
H: 0.6471 -1.0062 5.4769  0.00
H: -0.1639 -2.3123 4.6520  0.00
H: 1.1989 -2.6433 5.7267  0.00
H: 3.9162 -2.2084 3.3696  0.00
H: 3.4154 -2.7099 4.9698  0.00
H: 3.3606 -0.4021 5.7476  0.00
H: 4.8922 -0.7078 4.9530  0.00
H: 3.9242 1.4644 4.2359  0.00
H: 4.1806 0.3607 2.8978  0.00
H: 0.2089 1.1782 4.4439  -0.01
H: 1.5409 2.2821 4.7786  0.00
H: 1.5241 0.7323 5.5534  0.00
H: 2.5541 1.5927 1.4298  0.00
H: 2.2748 2.7471 2.7204  0.00
H: 0.8929 1.9022 2.0077  0.00
H: 0.5044 -3.2538 2.5959  0.00
H: 1.6076 -4.0721 3.7088  0.00
H: 2.2279 -3.4174 2.2019  0.00

Forces on atoms 1 to 6 (eV/Å):
-0.48 -0.03 -1.10
-2.26 0.86 -2.91
-3.34 0.39 0.03
2.99 -0.89 4.57
-2.06 -0.38 2.67
-0.93 -1.52 0.03

## Properties
Highest occupied orbital energy (spin up / spin down) ... -0.3395 / -0.3605 hartree
2S+1 ... 2
Charge ... 0

***

# 3
Molecular formula: C2H3NO3S
Method: DFT, wB97M-V/def2-TZVPD

Each line ends with the Mulliken spin population.
Positions of all 10 atoms, in Å:
C: 0.0456 -0.9886 -1.0868  0.67
C: -0.5435 0.2519 0.7635  0.08
N: 0.2229 -0.8026 0.0600  0.23
O: -2.9873 0.0578 -1.3359  0.24
O: -1.6008 1.7911 -2.4628  0.26
O: -1.1507 1.2182 0.0125  0.13
S: -1.6849 0.6874 -1.5122  0.38
H: 0.0767 -1.4704 -2.0053  0.02
H: -1.2859 -0.4969 1.2860  -0.01
H: 0.0750 0.8774 1.3485  -0.01

Forces on atoms 1 to 6 (eV/Å):
0.32 -0.85 -2.71
-1.00 -3.33 1.46
0.90 0.98 3.49
0.62 0.04 0.49
0.29 -0.06 1.12
-1.24 0.77 -3.21

## Properties
Energy relative to the best compared isomer or geometry (same formula, charge and spin) ... 1.9003 eV
Highest occupied orbital energy (spin up / spin down) ... -0.2435 / -0.4222 hartree
2S+1 ... 3
Charge ... 0

***

# 4
Molecular formula: C42H50Cl3F5NO2P2S2ScSeSiTe
Method: DFT, wB97M-V/def2-TZVPD

Each line ends with the Mulliken charge.
Positions of all 111 atoms, in Å:
Sc: 0.1989 1.2312 -0.1440  -0.10
Cl: 2.6512 2.0907 0.9735  0.04
C: 3.3785 2.2277 -0.6409  -0.81
Cl: 2.3186 1.4640 -1.8512  0.18
H: 4.3031 1.6635 -0.6295  0.49
H: 3.4707 3.2786 -0.8886  0.40
Cl: -1.2210 2.2223 -2.6050  0.06
C: -2.1176 1.0467 -3.5434  0.07
C: -3.0991 1.5270 -4.3936  -0.73
C: -3.8231 0.6202 -5.1508  -0.73
C: -3.5657 -0.7399 -5.0430  -0.78
C: -2.5747 -1.1974 -4.1874  -0.91
C: -1.8229 -0.3050 -3.4253  0.13
P: -0.4358 -0.7811 -2.3278  1.90
C: 0.9494 -0.7545 -3.5263  0.04
C: 2.0635 -1.5520 -3.2701  -0.15
C: 3.1803 -1.4853 -4.0868  -0.94
C: 3.1981 -0.6167 -5.1689  -0.74
C: 2.0936 0.1819 -5.4314  -0.78
C: 0.9776 0.1232 -4.6084  -0.31
C: -0.7529 -2.5624 -2.0915  -0.43
C: -0.3822 -3.5367 -3.0172  -0.17
C: -0.6913 -4.8713 -2.7902  -0.91
C: -1.3898 -5.2416 -1.6483  -0.84
C: -1.7828 -4.2734 -0.7346  -0.24
C: -1.4568 -2.9415 -0.9512  0.76
H: -3.2827 2.5910 -4.4607  0.54
H: -4.5892 0.9804 -5.8251  0.39
H: -4.1352 -1.4487 -5.6298  0.41
H: -2.3832 -2.2596 -4.1097  0.44
H: 2.0662 -2.2205 -2.4188  0.49
H: 4.0449 -2.0957 -3.8593  0.49
H: 4.0734 -0.5580 -5.8034  0.38
H: 2.1002 0.8588 -6.2759  0.44
H: 0.1319 0.7638 -4.8226  0.41
H: 0.1447 -3.2575 -3.9210  0.50
H: -0.3975 -5.6201 -3.5150  0.45
H: -1.6280 -6.2834 -1.4738  0.40
H: -2.3379 -4.5548 0.1516  0.42
H: -1.7411 -2.1921 -0.2201  -0.68
F: 0.5413 9.3991 1.7130  -0.31
C: 0.5296 8.1716 1.1902  0.76
C: 1.7070 7.5766 0.7834  0.04
F: 2.8615 8.2338 0.9220  -0.31
C: 1.6810 6.3077 0.2322  0.63
F: 2.8595 5.7805 -0.1290  -0.32
C: 0.5012 5.5979 0.0593  -0.83
Se: 0.4969 3.9660 -0.9064  -0.03
C: -0.6599 6.2210 0.4919  0.42
F: -1.8411 5.6082 0.3737  -0.34
C: -0.6605 7.4854 1.0483  0.19
F: -1.8043 8.0531 1.4437  -0.33
C: -1.5375 -3.1688 3.0035  -0.51
Te: -2.0535 -1.1856 2.4409  0.39
C: -4.0938 -1.6648 2.0851  -1.14
H: -2.3415 -3.5976 3.5985  0.49
H: -0.6335 -3.1179 3.6070  0.16
H: -1.3475 -3.7782 2.1224  -0.20
H: -4.1865 -2.2740 1.1875  0.32
H: -4.6211 -0.7233 1.9353  0.26
H: -4.5136 -2.1857 2.9430  0.41
C: 1.4516 -5.1389 0.8382  -1.53
C: 2.1680 -4.0726 0.0433  2.70
C: 3.1583 -4.6425 -0.9525  -1.55
O: 2.8612 -3.2382 1.0106  -0.09
P: 3.0097 -1.6553 0.8369  -0.03
S: 4.2821 -1.1434 -0.5249  -0.52
S: 1.0459 -1.0535 0.7215  0.36
O: 3.5254 -1.2076 2.2651  -0.18
C: 3.5066 -1.8968 3.5469  0.40
C: 4.4868 -3.0551 3.5533  -1.48
C: 2.0996 -2.3018 3.9445  0.02
H: 0.9446 -5.8269 0.1598  0.44
H: 0.7058 -4.6913 1.4977  0.04
H: 2.1651 -5.6993 1.4461  0.40
H: 1.4269 -3.4561 -0.4732  -1.52
H: 3.8292 -5.3509 -0.4622  0.46
H: 3.7615 -3.8481 -1.3912  0.24
H: 2.6175 -5.1599 -1.7485  0.31
H: 3.8672 -1.1232 4.2236  0.41
H: 4.0703 -3.9253 3.0485  0.15
H: 4.7208 -3.3227 4.5852  0.51
H: 5.4099 -2.7713 3.0478  0.35
H: 1.6623 -2.9434 3.1798  -0.28
H: 1.4607 -1.4284 4.0762  -0.24
H: 2.1358 -2.8589 4.8832  0.58
C: -1.9425 2.3860 4.1878  -1.15
Si: -0.5176 2.4193 2.9766  -0.02
C: 0.1959 4.1286 2.9547  -0.68
C: 0.7926 1.2539 3.6336  -0.35
N: -0.9926 1.8108 1.3850  1.08
C: -2.2920 2.0172 0.8855  0.34
C: -2.8067 1.1430 -0.0807  0.55
C: -4.0942 1.2707 -0.5876  -0.70
C: -4.9193 2.2825 -0.1305  -1.07
C: -4.4228 3.1766 0.8156  -0.92
C: -3.1377 3.0527 1.3097  -0.06
H: -1.5661 2.1105 5.1763  0.51
H: -2.7043 1.6587 3.9030  0.24
H: -2.4286 3.3605 4.2792  0.36
H: 0.7172 4.3167 3.8983  0.48
H: -0.5800 4.8892 2.8458  0.14
H: 0.9088 4.2574 2.1420  -0.04
H: 1.5911 1.8053 4.1395  0.43
H: 1.2542 0.6313 2.8651  -0.43
H: 0.3390 0.5775 4.3629  0.39
H: -2.1959 0.3179 -0.4442  -0.09
H: -4.4458 0.5659 -1.3325  0.56
H: -5.9318 2.3765 -0.5006  0.42
H: -5.0442 3.9919 1.1654  0.42
H: -2.7675 3.7835 2.0150  0.25

Forces on atoms 1 to 6 (eV/Å):
-0.34 0.56 0.31
0.21 -0.14 0.14
-0.07 0.05 0.02
0.28 -0.13 -0.14
0.02 -0.02 -0.01
-0.08 0.03 0.00

## Properties
Energy relative to the best compared isomer or geometry (same formula, charge and spin) ... 0.7681 eV
Highest occupied orbital energy ... -0.2763 hartree
2S+1 ... 1
Charge ... 0

***

# 5
Molecular formula: C14H25BIO3P2V
Method: DFT, wB97M-V/def2-TZVPD

Each line ends with the Mulliken spin population.
Positions of all 47 atoms, in Å:
C: 3.0894 -1.1551 -0.0709  -0.07
I: -1.8425 -0.8120 0.4861  0.09
H: 3.2886 -2.2404 -0.2552  0.01
H: 3.6001 -0.8595 0.8694  0.00
H: 3.5137 -0.5693 -0.9088  0.01
V: 1.0630 -1.0713 0.0634  1.32
P: 0.9962 -1.6426 2.3010  -0.05
C: 1.0437 -0.3117 3.5471  0.01
C: -0.4930 -2.6019 2.7893  0.01
H: -0.2974 -3.1810 3.7028  0.00
H: 2.1867 -3.1710 3.7973  0.00
H: -0.7558 -3.2866 1.9681  0.00
H: 2.3855 -3.6013 2.0658  0.00
H: 0.1792 0.3492 3.3871  0.00
H: -1.3339 -1.9096 2.9457  0.00
C: 2.3474 -2.7679 2.7861  0.00
H: 1.0185 -0.7161 4.5739  0.00
H: 3.3094 -2.2372 2.7476  0.00
H: 1.9628 0.2793 3.4123  0.00
P: 0.7835 -0.4950 -2.2451  -0.06
C: 0.7979 1.3369 -2.6709  0.01
C: 2.0543 -1.1698 -3.3057  -0.01
H: -0.9850 -2.1060 -2.5496  0.00
H: -0.6720 -1.1614 -4.0580  0.00
H: -1.6016 -0.4781 -2.7377  0.00
C: -0.7704 -1.1286 -2.9764  0.00
H: 2.1689 -2.2392 -3.0733  0.00
H: 1.7598 -1.0630 -4.3629  0.00
H: 0.6090 1.4585 -3.7338  0.00
H: 1.7163 1.7969 -2.3202  0.00
H: 3.0160 -0.6676 -3.1416  0.00
H: -0.0366 1.8610 -2.1603  0.00
C: 1.2531 0.9521 0.4935  -0.11
O: 1.7222 1.9883 0.8661  -0.04
O: -1.5458 1.1384 -1.5705  0.21
B: -0.2170 0.6592 -0.4555  -0.11
O: -0.7769 1.8056 0.6077  0.15
C: -1.8420 2.4494 0.2245  0.23
C: -2.6167 3.1570 1.1087  -0.04
C: -3.8693 3.4628 0.6818  0.14
C: -4.3330 3.0454 -0.5690  0.14
C: -3.5652 2.2978 -1.4244  -0.05
C: -2.2818 1.9947 -1.0408  0.20
H: -2.2229 3.4014 2.0918  0.00
H: -4.5236 4.0188 1.3527  0.01
H: -5.3586 3.2834 -0.8661  0.00
H: -3.9242 1.9068 -2.3731  0.00

Forces on atoms 1 to 6 (eV/Å):
0.08 -0.18 -0.12
0.80 -1.14 -0.41
-0.09 0.50 0.09
-0.22 -0.10 -0.53
-0.08 -0.23 0.52
-0.25 3.34 -0.50

## Properties
Highest occupied orbital energy (spin up / spin down) ... -0.5451 / -0.5631 hartree
2S+1 ... 3
Charge ... +2

***

# 6
Molecular formula: C5H8O2
Method: DFT, wB97M-V/def2-TZVPD

Each line ends with the Mulliken charge.
Positions of all 15 atoms, in Å:
O: 0.1420 -1.0575 -1.5513  -0.48
C: -0.1594 -0.9146 -0.2618  0.28
C: 0.9343 -0.8852 0.6862  -0.54
C: 1.5549 0.5273 0.1801  0.05
O: 2.1040 0.5539 -0.9063  -0.52
C: -1.4654 -0.1911 0.0633  -0.46
C: -0.9289 1.2045 0.1743  -0.95
H: 1.0752 -0.7089 -1.6914  0.40
H: 0.6153 -0.8126 1.7297  0.28
H: 1.6939 -1.6535 0.5274  0.30
H: 0.6155 1.2922 0.4723  0.35
H: -1.8959 -0.5664 0.9986  0.27
H: -2.1824 -0.3429 -0.7495  0.32
H: -0.9287 1.7855 -0.7489  0.33
H: -1.1743 1.7693 1.0773  0.37

Forces on atoms 1 to 6 (eV/Å):
0.18 0.17 0.38
0.21 0.81 0.04
-0.17 -0.28 0.00
0.02 -0.05 -0.83
-0.28 -0.05 0.76
-0.16 -0.16 -0.02

## Properties
Energy relative to the best compared isomer or geometry (same formula, charge and spin) ... 4.1548 eV
Highest occupied orbital energy (spin up / spin down) ... -0.2824 / -0.2824 hartree
2S+1 ... 1
Charge ... 0

***

# 7
Molecular formula: C29H41CrF5P2
Method: DFT, wB97M-V/def2-TZVPD

Each line ends with the Mulliken spin population.
Positions of all 78 atoms, in Å:
Cr: -0.3465 1.0076 -1.1567  2.77
C: 2.5827 0.1371 2.7440  0.22
C: 1.1762 0.1946 2.9705  0.17
C: 1.8050 -2.0094 2.8070  0.23
C: 2.9576 -1.2093 2.6055  0.03
C: 0.6950 -1.1278 3.0742  0.22
C: 3.5126 1.2983 2.5983  -0.03
H: 3.0017 2.2416 2.8289  -0.01
H: 3.8802 1.3690 1.5614  0.03
H: 4.3877 1.2079 3.2656  0.02
C: 4.3203 -1.6952 2.2885  0.02
H: 4.9937 -1.4985 3.1261  -0.01
H: 4.7374 -1.2094 1.4038  0.00
H: 4.3257 -2.7802 2.1196  0.00
C: 1.7057 -3.4725 2.7155  0.00
H: 2.6985 -3.9393 2.8462  0.01
H: 1.3158 -3.8121 1.7315  0.03
H: 1.0293 -3.8817 3.4846  0.01
C: -0.6716 -1.5711 3.3867  0.00
H: -0.7035 -2.2447 4.2594  0.01
H: -1.1521 -2.0865 2.5394  0.01
H: -1.3102 -0.7129 3.6261  0.00
C: 0.3553 1.4409 2.9569  0.02
H: 0.3516 1.9439 3.9516  0.00
H: -0.6639 1.2248 2.6654  0.00
H: 0.7187 2.1451 2.2004  0.00
C: -0.6241 1.5970 -2.9429  -0.27
C: 0.1047 2.7403 -2.2553  0.00
C: -0.6937 3.9484 -1.6633  -0.02
C: -2.0008 3.4430 -0.9658  0.02
C: -1.7462 2.0815 -0.3299  -0.26
C: -2.6109 0.8827 -0.7977  0.02
C: -3.0823 0.9411 -2.3125  0.01
C: -2.0881 1.6614 -3.3336  0.02
H: -0.8943 4.6635 -2.4721  -0.01
H: -2.8529 3.4520 -1.6824  0.00
H: -0.0193 4.4850 -0.9712  0.00
H: -2.4114 2.7145 -3.4725  -0.01
H: 0.0082 1.1048 -3.6801  0.01
H: 0.8989 3.0878 -2.9363  -0.01
H: -2.2055 1.1268 -4.3053  -0.01
H: -3.3221 -0.0725 -2.6953  0.00
H: -3.5437 0.9846 -0.2170  0.00
H: -4.0510 1.4878 -2.3230  0.00
H: -2.2069 4.1912 -0.1674  0.00
H: -1.6859 2.1090 0.7924  -0.02
P: 1.6608 2.0839 -1.1900  -0.15
C: 2.8081 1.4106 -2.4352  0.01
C: 2.4753 3.4503 -0.3414  0.00
P: -3.1002 -1.7711 0.9368  0.01
C: -2.0625 -0.5279 -0.2134  0.03
C: -4.1552 -0.4861 1.7814  0.00
C: -3.9609 -2.5639 -0.4995  0.00
H: 2.8478 0.3148 -2.2738  0.00
H: 3.8117 1.8357 -2.2811  0.00
H: 2.4597 1.5952 -3.4667  0.00
H: 1.9017 4.3872 -0.3999  0.00
H: 3.4758 3.6180 -0.7519  0.00
H: 2.5542 3.1369 0.7131  0.00
H: -4.4207 -1.8189 -1.1717  0.00
H: -4.7170 -3.3033 -0.1873  0.00
H: -3.1696 -3.1378 -1.0229  0.00
H: -1.7716 -1.2320 -0.9949  -0.04
H: -1.1657 -0.3770 0.4371  -0.01
H: -4.3812 -0.8685 2.8039  0.00
H: -5.1134 -0.2800 1.2705  0.00
H: -3.5564 0.4249 1.8871  0.00
F: 2.4184 -1.4393 -0.5145  -0.01
C: 1.4007 -2.0927 -1.1448  -0.12
C: 0.3498 -1.3493 -1.6953  0.11
C: -0.3684 -2.0988 -2.6479  -0.02
F: -1.2186 -1.4736 -3.5174  0.00
C: -0.2383 -3.4851 -2.8700  -0.01
F: -1.0589 -4.1270 -3.7392  0.00
C: 0.7295 -4.1958 -2.1682  0.00
F: 0.8261 -5.5417 -2.2993  0.00
C: 1.5602 -3.4989 -1.2834  -0.02
F: 2.5031 -4.1788 -0.5895  0.00

Forces on atoms 1 to 6 (eV/Å):
1.09 -3.38 0.90
0.60 -0.49 -0.41
-1.72 -1.56 0.07
1.74 0.89 -0.29
-0.91 -0.91 0.20
0.47 2.59 -0.26

## Properties
Energy relative to the best compared isomer or geometry (same formula, charge and spin) ... 0.0000 eV
Highest occupied orbital energy (spin up / spin down) ... -0.3444 / -0.3404 hartree
2S+1 ... 4
Charge ... +1